Molecular formula: C13H42BrN12O7
Method: DFT, ωB97M-V with the def2-TZVPD basis set

total charge = -1
lowest unoccupied orbital energy = 2.494 eV
frontier orbital gap = 9.167 eV
strongest force on any atom = 1.5 eV/Å
electronic energy = -4278.6452 hartree

```
75
Properties=species:S:1:pos:R:3:forces:R:3
Br -13.00763 -23.62791 11.43216 0.24 0.09 0.04
C -15.75133 -24.28860 15.16611 0.09 0.69 -0.51
O -14.70313 -23.88268 15.64352 0.06 -0.31 0.10
N -16.02183 -24.25451 13.82838 -0.09 -0.19 0.44
N -16.79287 -24.71738 15.95490 -0.01 0.14 -0.14
H -16.94273 -24.45168 13.48465 0.10 -0.11 -0.19
H -15.27696 -24.08152 13.17435 0.09 0.11 -0.05
H -16.58509 -24.72411 16.93622 -0.11 -0.25 0.04
H -17.46812 -25.35076 15.56823 -0.05 -0.09 0.23
C -8.64585 -22.59707 12.32793 0.48 -0.44 0.19
O -7.42638 -22.47064 12.28911 -0.22 0.13 -0.05
N -9.39856 -22.88683 11.23258 -0.33 -0.07 -0.47
N -9.34540 -22.52170 13.50448 -0.22 0.28 0.04
H -8.95317 -22.97579 10.32250 0.15 0.11 0.22
H -10.39515 -22.72359 11.21585 -0.06 -0.10 0.25
H -10.26545 -22.92103 13.58473 0.00 -0.01 -0.07
H -8.80061 -22.45037 14.34335 0.08 -0.05 -0.03
C -10.71111 -25.83746 8.28037 0.05 0.25 0.11
O -10.31258 -26.27645 7.20816 -0.17 0.16 0.13
N -9.85562 -25.51754 9.30345 -0.03 -0.45 -0.12
N -12.02595 -25.57225 8.56525 0.62 -0.10 -0.17
H -8.88289 -25.47391 9.06585 0.04 0.03 0.07
H -10.15312 -25.10772 10.17240 -0.04 0.18 -0.10
H -12.71283 -25.86880 7.89845 -0.12 -0.10 0.13
H -12.26213 -25.33020 9.51378 -0.50 0.08 0.02
C -11.40049 -26.33669 14.19921 0.14 -0.19 0.19
O -10.98085 -27.22061 14.93516 -0.24 -0.05 -0.14
N -10.88611 -26.06439 12.95536 -0.38 0.19 0.60
N -12.42766 -25.48717 14.50491 0.62 -0.15 -0.38
H -10.18821 -26.65874 12.55434 0.09 0.13 -0.04
H -11.29031 -25.25326 12.51129 0.38 -0.26 -0.74
H -13.00281 -25.61240 15.31467 0.05 0.22 0.09
H -12.62276 -24.78820 13.80469 -0.68 0.19 0.39
C -15.36877 -22.26881 8.12836 0.36 0.64 -0.14
O -16.06159 -21.70599 7.28606 -0.07 -0.34 0.17
N -14.35647 -23.12998 7.79379 0.04 -0.66 -0.24
N -15.50094 -22.05020 9.46861 0.04 -0.25 -0.63
H -13.60227 -23.36831 8.42042 -0.21 0.20 0.26
H -14.09449 -23.15991 6.82451 -0.16 0.24 -0.03
H -14.84606 -22.48565 10.09661 -0.15 0.08 0.46
H -16.25247 -21.45204 9.74927 0.08 0.01 0.23
C -9.15271 -20.56427 7.15081 0.00 0.98 1.14
C -9.49784 -21.52000 8.28965 -0.24 -1.00 -0.81
C -10.85828 -22.17568 8.04173 -0.63 -0.41 -0.30
O -11.93930 -21.30947 7.74862 0.51 0.48 -0.26
C -12.17605 -20.30829 8.72194 -0.09 -0.45 0.11
N -8.56063 -22.67086 8.33715 0.37 0.56 -0.16
H -8.16124 -20.12915 7.31125 0.12 -0.25 -0.07
H -9.82128 -19.70026 7.22682 -0.13 -0.16 -0.52
H -9.18684 -21.02677 6.16873 -0.20 -0.09 -0.03
H -9.54221 -21.03998 9.26593 0.46 0.20 -0.02
H -11.16725 -22.87212 8.83508 0.34 0.25 0.29
H -10.75751 -22.81278 7.15369 -0.03 0.10 -0.04
H -12.92225 -19.63516 8.30731 -0.06 -0.01 0.02
H -11.27257 -19.74007 8.95706 -0.01 0.07 0.00
H -12.55994 -20.76386 9.64283 0.01 0.10 0.05
H -8.63659 -23.13967 7.43565 -0.20 -0.25 0.16
H -7.60836 -22.30847 8.30789 -0.06 0.02 0.34
C -13.99771 -28.15549 10.55914 0.20 0.55 -0.33
C -15.13964 -27.52996 11.37493 0.50 -0.37 -0.94
C -14.85500 -27.56902 12.85433 -0.49 0.11 0.13
O -14.77571 -28.90813 13.28787 -0.07 -0.07 -0.09
C -14.47296 -28.99783 14.65908 0.27 -0.10 0.02
N -15.37957 -26.14700 10.97601 -0.46 0.05 0.54
H -13.88513 -29.23081 10.68968 0.12 0.06 0.25
H -13.07091 -27.60687 10.76612 0.09 -0.35 0.31
H -14.14090 -27.96634 9.48862 -0.33 -0.15 0.05
H -16.03056 -28.13570 11.17227 -0.15 0.19 0.16
H -15.69315 -27.07927 13.37359 0.13 0.11 0.05
H -13.94074 -27.00693 13.08192 0.07 -0.08 0.00
H -13.40674 -28.81102 14.83110 -0.04 0.08 0.10
H -14.71493 -30.00871 14.98589 0.02 -0.01 -0.01
H -15.05956 -28.28661 15.25450 -0.03 0.02 -0.04
H -14.66768 -25.51607 11.34111 0.02 -0.19 -0.27
H -15.40855 -26.04930 9.97080 0.07 0.04 -0.02
```
Forces are in eV/Å.

---

Molecular formula: C13H42N4O8
Method: DFT, ωB97M-V with the def2-TZVPD basis set

lowest unoccupied orbital energy = 0.214 eV
frontier orbital gap = 9.334 eV
strongest force on any atom = 8.0 eV/Å
electronic energy = -1341.3545 hartree
SMILES = NC(N)=O.NC(N)=O.CCO.CCO.CCO.CCO.CCO.CO

```
67
Properties=species:S:1:pos:R:3:forces:R:3
C 19.49906 -2.23772 15.53729 0.00 0.13 1.18
C 20.83697 -2.99416 15.59934 -2.22 -0.07 0.72
O 21.35804 -3.09916 14.32814 1.28 0.00 -0.73
H 18.83903 -2.37435 14.70150 -0.16 -0.96 -0.59
H 19.70368 -1.17588 15.45623 0.11 0.30 0.36
H 18.94887 -2.48048 16.45754 -0.06 0.35 -0.21
H 20.69007 -4.00655 16.05553 0.25 0.80 -0.06
H 21.42164 -2.34406 16.21845 0.99 -0.18 0.33
H 20.71685 -3.66316 13.91905 -0.21 -0.47 -1.01
C 13.56618 0.81606 17.90027 0.24 -0.84 -0.25
C 14.32888 2.03989 18.34645 -0.11 0.04 1.16
O 13.87644 2.27142 19.68956 -0.67 0.17 0.69
H 13.72419 -0.12021 18.50020 -0.25 1.19 -0.07
H 13.98831 0.53360 16.95729 0.02 -0.15 -0.98
H 12.49105 1.01148 17.75398 0.47 -0.03 0.24
H 14.12982 2.91466 17.70548 0.23 -0.37 0.17
H 15.40383 1.88873 18.51181 -0.02 -0.11 -1.21
H 14.31166 3.03128 20.08426 0.05 0.19 -0.13
C 15.87241 1.40737 14.56681 1.81 -1.15 1.37
C 15.98469 0.08618 13.79414 0.34 -0.05 1.55
O 17.35970 -0.17050 13.51327 -0.14 0.16 -1.10
H 16.43457 2.16993 14.00824 -0.46 0.00 0.18
H 16.35887 1.28093 15.58019 -0.07 0.18 -1.05
H 14.87712 1.68215 14.85084 -0.75 0.27 -0.52
H 15.30272 0.14182 12.98339 -0.10 -0.01 -1.50
H 15.73051 -0.80895 14.34156 -0.98 0.06 0.80
H 17.41021 -0.95657 12.94028 0.16 0.52 0.37
C 18.05690 1.15554 18.19133 -0.80 -2.02 -0.06
C 17.33369 -0.25387 17.87901 1.81 0.48 -2.03
O 17.79615 -1.26773 18.74708 0.11 1.10 0.72
H 17.73417 1.87955 17.39888 0.45 -0.53 0.90
H 19.17069 0.96537 18.20451 -1.29 0.46 -0.06
H 17.70343 1.46602 19.20846 0.48 0.06 -0.85
H 17.58936 -0.63745 16.83178 -0.22 1.04 0.95
H 16.25339 -0.18636 17.89329 -0.40 0.32 0.22
H 17.42103 -2.09326 18.44738 -0.01 -0.57 0.14
C 18.00916 6.07033 17.37353 -0.71 0.18 -0.57
C 17.82133 4.75876 16.59825 -0.48 0.04 1.02
O 16.37825 4.51252 16.46676 0.89 -0.55 0.29
H 19.05574 6.24470 17.63941 -0.02 0.33 -0.65
H 17.53779 6.01792 18.35835 -0.31 -0.38 -0.13
H 17.47094 6.89662 16.83059 1.02 -0.55 0.51
H 18.43320 3.96409 17.13890 -1.20 0.55 -0.71
H 18.04975 4.75408 15.54342 1.51 0.55 -0.04
H 16.34774 4.23389 15.54299 -0.75 -0.10 0.36
C 14.86866 -1.05230 20.92472 -0.84 -6.92 0.76
O 15.26044 -2.31401 21.15804 -1.09 4.52 -0.47
N 15.55052 -0.14625 20.36179 5.14 2.36 -1.85
N 13.59482 -0.71339 21.00659 -3.80 0.16 1.51
H 16.51066 -0.44932 20.08020 -0.95 0.64 0.24
H 15.15648 0.76667 20.11984 0.31 -0.62 0.36
H 12.95849 -1.32446 21.54105 0.72 0.67 -0.62
H 13.26101 0.23692 20.75311 0.50 -1.12 0.46
C 16.42719 -4.15305 18.16628 5.16 -4.47 -4.10
O 17.05188 -4.81968 17.14827 -2.21 2.79 4.75
N 15.29910 -3.62556 17.95552 -6.23 1.92 -4.44
N 16.85583 -3.92292 19.38275 1.84 -0.25 3.05
H 14.93326 -3.80565 16.98073 0.54 0.46 1.83
H 14.72451 -3.06781 18.57253 0.42 -0.32 0.29
H 17.65270 -4.41945 19.73424 0.29 -0.11 -0.33
H 16.30060 -3.46937 20.14049 0.08 -0.08 -0.95
C 19.91871 1.80150 15.37394 -0.68 -0.75 0.30
O 19.57722 1.38701 14.08081 -0.34 0.42 -0.65
H 19.16645 2.49722 15.79770 0.64 -0.08 -0.18
H 20.92615 2.19562 15.37909 0.07 0.33 -0.01
H 19.89969 0.88500 15.96134 0.26 0.16 0.78
H 18.71615 0.94268 14.14925 0.35 -0.07 -0.44
```
Forces are in eV/Å.

---

Molecular formula: C13H42N6O8
Method: DFT, ωB97M-V with the def2-TZVPD basis set

lowest unoccupied orbital energy = -0.266 eV
frontier orbital gap = 8.771 eV
strongest force on any atom = 11.7 eV/Å
electronic energy = -1450.8246 hartree
SMILES = NC(N)=O.NC(N)=O.NC(N)=O.CCO.CCO.CCO.CCO.CCO

```
69
Properties=species:S:1:pos:R:3:forces:R:3
C 0.52948 3.80172 1.90897 0.67 0.83 0.30
C -0.78652 4.53172 2.29497 3.01 0.16 0.13
O -1.81252 4.14272 1.45497 -1.17 -0.15 -0.59
H 0.86748 4.22272 0.94397 -0.30 -0.36 0.30
H 0.50748 2.70072 1.78097 -0.29 0.64 0.36
H 1.32848 4.10672 2.63397 -0.60 -0.51 -0.39
H -0.54452 5.57872 2.16697 -0.32 0.44 -0.25
H -1.05552 4.44872 3.34197 -0.11 -0.41 0.27
H -2.24152 3.51072 2.01397 -1.10 -0.74 0.01
C 3.92948 1.96172 -0.48903 0.96 -0.21 0.64
C 3.56348 3.46272 -0.22103 0.76 -2.36 -1.44
O 3.01348 4.01872 -1.39003 -0.19 0.62 0.39
H 4.62148 1.88472 -1.39903 -1.51 0.07 0.92
H 3.04248 1.27472 -0.48103 0.89 0.72 -0.58
H 4.60248 1.59172 0.33297 -0.65 0.32 -0.38
H 4.48848 3.93072 -0.03103 1.18 0.95 -0.02
H 3.02148 3.58372 0.68997 -1.06 0.03 0.48
H 2.13448 3.64172 -1.49903 -0.33 -0.19 -0.09
C 1.92748 -4.34128 0.51097 1.15 0.03 -1.25
C 0.75948 -5.19528 0.09597 0.96 0.54 -1.17
O -0.26252 -4.41128 -0.48203 -1.65 -1.17 2.49
H 2.09848 -3.57028 -0.28403 0.24 -0.62 0.55
H 2.86848 -4.90128 0.68497 -0.49 0.09 -0.38
H 1.74648 -3.84428 1.40597 -0.51 1.14 1.66
H 0.45448 -5.84028 0.93197 -0.56 0.27 -0.57
H 1.12548 -5.73828 -0.75403 0.36 -1.46 -0.06
H 0.05648 -3.85828 -1.16803 0.77 0.51 -0.84
C -2.55052 -0.48628 2.33297 0.62 -1.14 1.46
C -3.26552 -0.58128 3.74697 -0.11 1.14 -3.28
O -4.40952 0.20272 3.49097 -2.51 0.43 -0.11
H -2.26952 0.53572 2.12897 0.15 0.41 0.16
H -3.22352 -0.79228 1.53697 -0.38 -0.18 0.12
H -1.68352 -1.13428 2.21997 0.25 0.04 0.07
H -2.78452 -0.10228 4.57997 0.63 0.04 0.15
H -3.61452 -1.54628 4.00097 0.30 -1.37 0.32
H -5.01752 -0.27428 2.86497 1.10 0.63 1.01
C 1.82548 -0.02528 1.62797 -1.01 0.98 0.33
C 0.74648 -0.07528 0.51097 1.87 -1.85 0.67
O 0.21448 -1.44328 0.39497 0.29 0.86 0.28
H 1.53648 -0.42728 2.60297 -0.67 0.00 -0.21
H 2.10148 1.01172 1.80797 -0.13 0.31 0.00
H 2.76248 -0.48528 1.46097 0.86 -0.84 -1.04
H 1.15548 0.30072 -0.43303 -0.05 -0.42 0.14
H -0.07152 0.55872 0.76597 -0.80 0.25 0.37
H 0.86048 -2.06428 -0.00003 -0.07 0.92 0.20
C -0.75952 2.09672 -1.56003 8.21 5.41 6.30
O 0.52448 2.57572 -1.18603 -6.61 -2.59 -1.98
N -1.04852 1.53972 -2.63003 1.48 -3.45 -7.29
N -1.81452 2.18472 -0.81203 -2.53 1.58 3.93
H -0.34852 1.25572 -3.29203 0.40 0.22 0.01
H -1.93452 1.64672 -3.00903 -1.71 0.21 -0.76
H -1.80352 2.81672 0.01797 0.11 -0.58 -0.83
H -2.69252 1.68872 -1.02303 1.01 0.58 0.27
C -2.69352 -1.65928 -1.38803 0.57 -8.12 4.84
O -2.69852 -2.89428 -0.71103 -0.35 6.46 -3.88
N -3.61952 -1.20228 -2.14403 -5.60 1.10 -3.20
N -1.67752 -0.87628 -1.37103 3.61 1.17 2.47
H -4.44252 -1.75228 -2.37903 0.45 0.02 0.46
H -3.78552 -0.19928 -2.22603 0.33 -0.66 -0.03
H -1.01552 -1.07428 -0.59803 0.08 -0.03 0.09
H -1.55352 0.01872 -1.80203 -0.48 -0.32 -0.45
C 1.34748 -2.25728 -2.78203 3.56 4.62 6.74
O 1.98548 -1.44628 -1.85903 -2.53 -3.37 -4.59
N 0.12348 -2.61228 -2.52503 -1.54 -0.15 -0.05
N 1.99448 -2.85728 -3.73303 2.87 -0.41 -4.07
H -0.45152 -2.04628 -1.92503 0.03 0.20 0.11
H -0.37152 -3.14528 -3.18203 -0.80 -0.88 -0.89
H 2.94248 -2.44128 -3.94603 -1.66 -0.83 0.50
H 1.49648 -3.22628 -4.57103 0.60 0.41 1.22
```
Forces are in eV/Å.

---

Molecular formula: C13H42O8
Method: DFT, ωB97M-V with the def2-TZVPD basis set

lowest unoccupied orbital energy = 0.233 eV
frontier orbital gap = 9.873 eV
strongest force on any atom = 1.7 eV/Å
electronic energy = -1122.3047 hartree
SMILES = CCO.CCO.CCO.CCO.CCO.CO.CO.CO

```
63
Properties=species:S:1:pos:R:3:forces:R:3
C -0.24047 1.03900 -0.94982 -0.55 -0.88 -1.29
O -0.36698 -0.11939 -0.14765 0.12 0.47 0.66
H 0.47811 0.79537 -1.73987 0.25 0.59 -0.02
H -1.18948 1.22659 -1.46830 -0.02 0.19 0.09
H 0.02579 1.95929 -0.43847 0.23 -0.30 0.51
H -0.79846 -0.78798 -0.70143 -0.16 -0.03 0.17
C -3.16553 1.99089 0.91352 0.14 -0.55 0.04
O -4.39598 2.44054 1.45994 0.19 0.10 -0.20
H -2.71853 1.19915 1.52743 0.10 0.22 0.08
H -3.34426 1.52114 -0.05456 -0.26 0.20 -0.03
H -2.44529 2.79940 0.76492 0.00 0.03 0.07
H -4.18349 2.95739 2.24183 -0.13 -0.04 0.04
C -1.33962 -1.84727 -3.17366 -0.60 0.64 -0.05
O -1.83460 -1.88603 -1.83417 0.25 -0.05 -0.03
H -1.87795 -1.09330 -3.76404 0.02 -0.10 0.07
H -0.30999 -1.50233 -3.10958 0.12 -0.36 -0.06
H -1.44612 -2.80316 -3.68629 0.28 -0.09 0.13
H -2.78695 -2.00964 -1.81839 -0.02 -0.01 -0.10
C -2.56523 4.67962 -2.21092 -0.08 0.30 -0.35
C -1.50472 3.92327 -2.97466 0.02 -0.18 0.03
O -1.41964 4.44835 -4.30077 0.03 -0.10 0.23
H -2.69819 4.29570 -1.20194 0.04 -0.07 0.04
H -3.51703 4.62970 -2.74156 -0.01 -0.10 0.07
H -2.29072 5.73493 -2.15633 0.02 -0.03 0.09
H -1.74664 2.85569 -3.02856 -0.07 0.04 0.10
H -0.54168 4.01307 -2.45531 0.02 0.01 -0.10
H -0.97122 3.78570 -4.83309 0.04 0.14 -0.11
C -2.33240 -1.92899 2.25091 0.09 -0.49 -0.05
C -1.95300 -1.31846 3.57526 0.26 0.03 0.13
O -3.07388 -1.33106 4.45792 0.10 -0.01 -0.07
H -2.72702 -2.93655 2.40655 -0.06 0.07 0.09
H -1.43200 -2.04908 1.64654 -0.08 0.23 -0.14
H -3.08376 -1.36222 1.70290 0.06 0.17 0.05
H -1.56806 -0.29846 3.44944 -0.17 0.04 -0.08
H -1.12106 -1.89189 4.00279 -0.11 -0.07 0.02
H -2.73932 -1.31325 5.35806 -0.08 0.06 0.02
C 2.86686 -0.54200 -1.10714 0.29 -0.50 -0.30
C 4.11309 -1.42365 -1.15598 -0.05 0.78 0.22
O 4.34354 -2.04167 0.10777 0.09 -0.22 -0.04
H 2.77322 0.04932 -2.02075 0.00 -0.06 -0.03
H 2.96300 0.14597 -0.26984 -0.17 0.02 0.06
H 1.98059 -1.16247 -0.98266 -0.13 0.18 0.14
H 4.95708 -0.78285 -1.43191 0.16 -0.26 -0.02
H 4.04087 -2.23535 -1.87539 -0.08 0.01 -0.08
H 4.74044 -1.41784 0.72182 -0.06 0.08 -0.03
C 2.07610 0.85664 2.36313 -0.23 0.23 -0.28
C 2.82682 2.09449 1.89796 0.19 -0.17 0.51
O 4.06255 2.26383 2.61200 -0.34 0.13 -0.20
H 1.14924 0.76278 1.78842 0.05 -0.16 0.02
H 1.80235 0.94685 3.41559 0.07 -0.01 0.03
H 2.66276 -0.05117 2.22858 0.04 0.00 0.00
H 2.18637 2.97174 2.03559 0.07 0.06 -0.10
H 3.09545 2.03803 0.84402 -0.02 -0.03 -0.02
H 3.84082 2.66588 3.45719 0.14 -0.08 0.04
C 0.61027 -3.51758 0.34297 -0.23 0.11 -0.25
C 1.67750 -4.29902 -0.40402 0.55 0.13 0.86
O 2.84822 -4.46767 0.40667 -0.29 0.03 -0.26
H 0.28959 -4.06415 1.22947 0.06 -0.04 0.03
H -0.27060 -3.35015 -0.28751 0.06 -0.04 0.03
H 0.97541 -2.53815 0.65870 0.06 0.00 -0.01
H 1.98366 -3.79607 -1.32555 -0.31 -0.08 -0.23
H 1.31138 -5.30235 -0.61233 0.04 -0.02 -0.27
H 3.31879 -3.61912 0.39455 0.07 -0.14 0.15
```
Forces are in eV/Å.